1.
# C28H24F10MgN5OS

A structure of composition C28H24F10MgN5OS (ωB97M-V with the def2-TZVPD basis set, the Open Molecules 2025 dataset).

The calculation puts the energy above the lowest of the compared OMol25 structures with the same formula, charge and spin at 60.0 kJ/mol. The calculation puts the energy at -3027.42645 a.u.

```
! wB97M-V def2-TZVPD RIJCOSX def2/J DEFGRID3
* xyz -1 1
S 0.525 2.354 0.106
Mg 1.019 -0.029 0.468
F -4.355 -4.377 1.221
F 0.678 -0.736 -1.976
F -1.113 -1.353 -0.376
F -3.110 -4.343 3.658
F 5.358 0.059 -2.261
F -0.917 -2.969 4.092
F 0.606 -1.147 -4.630
F -3.297 -2.848 -0.799
F 5.239 -0.341 -4.855
F 2.899 -0.963 -6.133
O -6.741 0.617 0.797
N 2.676 -0.239 2.002
N -1.600 0.959 1.899
N 0.242 -1.314 1.917
N -4.003 0.957 1.246
N 2.863 -0.116 -0.634
C -2.694 -2.883 0.401
C 0.421 2.213 -2.647
C -6.275 1.671 1.618
C 1.830 -0.649 -2.685
C 1.183 2.550 -1.524
C 4.007 0.431 0.082
C 2.214 2.836 -4.130
C 2.462 3.066 -1.744
C 2.975 3.198 -3.027
C -1.570 -2.130 0.630
C -0.861 -2.072 1.854
C 1.828 0.099 3.130
C 1.778 -0.870 -4.036
C 3.314 -1.540 2.126
C 4.102 -0.450 -4.145
C 3.593 0.779 1.520
C 2.991 -0.310 -1.955
C -3.245 -3.640 1.422
C 4.139 -0.235 -2.780
C 0.717 -0.949 3.251
C 0.928 2.352 -3.930
C -2.615 -3.609 2.649
C 2.930 -0.771 -4.798
C -4.474 -0.111 0.361
C -4.965 1.309 2.291
C -1.470 -2.859 2.860
C -2.711 0.945 1.592
C -5.803 0.318 -0.227
H 0.320 2.060 -4.779
H 3.981 3.578 -3.164
H 4.485 0.867 2.160
H 4.385 1.347 -0.385
H -0.576 1.817 -2.495
H 4.856 -0.263 0.106
H 1.101 -1.811 3.806
H -3.737 -0.274 -0.424
H -4.577 2.155 2.856
H -6.231 -0.489 -0.819
H -0.089 -0.518 3.856
H -7.048 1.854 2.364
H 3.830 -1.781 1.201
H -6.136 2.580 1.018
H 3.060 1.732 1.525
H -5.659 1.198 -0.866
H 2.566 -2.310 2.296
H -5.116 0.463 2.974
H 3.059 3.354 -0.888
H 2.381 0.167 4.082
H 1.392 1.083 2.929
H 4.040 -1.551 2.955
H -4.605 -1.044 0.924
H 2.619 2.926 -5.130
*
```

2.
# C3H3NS3

The molecule C3H3NS3 (ωB97M-V with the def2-TZVPD basis set, the Open Molecules 2025 dataset).

The calculation puts the energy above the lowest of the compared OMol25 structures with the same formula, charge and spin at 101.8 kJ/mol. The calculation puts the energy at -1365.39863 a.u.

```
! wB97M-V def2-TZVPD RIJCOSX def2/J DEFGRID3
* xyz 0 1
S 2.669 -1.272 1.724
S 1.856 0.465 -0.454
S -0.185 -1.223 1.018
N 0.528 0.620 -1.512
C 1.455 -0.680 0.805
C -0.666 0.449 -1.135
C -1.099 0.163 0.274
H -0.969 1.042 0.888
H -1.412 0.541 -1.904
H -2.178 -0.104 0.296
*
```

3.
# CHBrClNO2

A cluster of 2 separate species, CHBrClNO2 in total in a non-equilibrium geometry (ωB97M-V with the def2-TZVPD basis set, the Open Molecules 2025 dataset).

The calculation puts the energy above the lowest of the compared OMol25 structures with the same formula, charge and spin at 226.9 kJ/mol. The calculation puts the energy at -3277.93839 a.u.

```
! wB97M-V def2-TZVPD RIJCOSX def2/J DEFGRID3
* xyz 0 1
Br 2.448 0.317 -0.650
Cl 1.010 -1.549 1.396
O -2.218 1.496 -0.650
O -0.762 0.588 0.492
N -1.800 1.191 0.397
C 1.068 -0.811 -0.163
H 0.255 -1.232 -0.822
*
```

4.
# CH3NO2

The molecule CH3NO2 in a non-equilibrium geometry (ωB97M-V with the def2-TZVPD basis set, the Open Molecules 2025 dataset).

The calculation puts the energy above the lowest of the compared OMol25 structures with the same formula, charge and spin at 507.2 kJ/mol. The calculation puts the energy at -244.98595 a.u.

```
! wB97M-V def2-TZVPD RIJCOSX def2/J DEFGRID3
* xyz 0 1
O -1.375 -0.177 -1.084
O -1.377 -0.137 1.259
N -0.747 -0.128 -0.067
C 0.701 0.039 -0.015
H 0.753 1.077 -0.161
H 0.981 -0.451 -0.918
H 1.065 -0.223 0.987
*
```

5.
# C37H55Ge2N3O3W

A structure of composition C37H55Ge2N3O3W (ωB97M-V with the def2-TZVPD basis set, the Open Molecules 2025 dataset).

The calculation puts the energy above the lowest of the compared OMol25 structures with the same formula, charge and spin at 224.5 kJ/mol. As for the expectation value of S²: 2.05. The calculation puts the energy at -6052.33373 a.u.

```
! wB97M-V def2-TZVPD RIJCOSX def2/J DEFGRID3
* xyz 4 3
W 0.039 -0.876 0.572
Ge -2.124 0.350 -0.113
Ge -0.817 -2.469 -1.185
O 1.316 0.267 1.412
O 4.658 1.659 4.286
O -0.625 -1.179 2.408
N 1.572 -0.693 -0.976
N 1.116 6.299 -1.356
N 0.624 3.844 -1.024
C 4.723 -0.725 -3.912
C 0.389 4.213 -2.423
C -3.535 -3.761 -0.508
C 2.836 0.452 5.294
C 3.632 -0.691 -2.894
C 2.834 -1.053 -0.657
C 1.355 -4.231 -0.062
C -3.013 -5.079 -0.313
C 2.382 5.599 -0.954
C 1.786 0.295 2.693
C -4.113 2.177 1.068
C 2.333 -0.282 -3.207
C 3.861 -1.073 -1.570
C -5.757 -4.691 -0.798
C -0.299 -3.511 -2.744
C -2.574 0.822 -1.967
C 1.348 -0.297 -2.247
C 2.023 4.115 -0.689
C 0.592 5.732 -2.645
C 1.663 -0.204 5.072
C -5.218 -5.980 -0.583
C -2.809 1.437 1.371
C -3.840 -6.162 -0.325
C -0.243 4.645 -0.155
C -0.913 -4.902 -2.909
C 3.518 1.029 4.199
C -0.921 -1.659 4.681
C -3.062 -1.422 0.103
C -4.936 -3.603 -0.758
C 1.085 -0.333 3.777
C -0.113 -1.041 3.595
C 5.329 1.788 5.566
C 2.967 0.945 2.901
C 0.376 -3.219 0.564
C -2.676 -2.604 -0.455
C -4.077 0.785 -2.257
C 0.080 6.155 -0.277
H 3.014 -1.333 0.374
H 1.039 -2.708 1.289
H 1.898 -4.736 0.737
H 0.501 6.577 0.634
H 5.049 -1.755 -4.072
H 0.855 -4.998 -0.649
H -5.331 -2.610 -0.928
H 1.317 5.956 -3.425
H -6.816 -4.581 -0.990
H -2.045 0.107 -2.605
H -0.104 4.320 0.875
H 3.235 0.520 6.294
H 4.710 2.364 6.252
H -2.941 0.735 2.200
H -0.782 6.752 -0.570
H 2.768 6.107 -0.072
H -1.994 -4.849 -3.042
H 0.792 -3.541 -2.743
H -0.335 6.255 -2.872
H -0.501 -5.371 -3.801
H -4.631 1.496 -1.648
H 0.339 0.018 -2.477
H -0.584 -2.880 -3.592
H 2.086 -3.743 -0.707
H -2.157 1.806 -2.194
H -2.031 2.136 1.686
H -4.928 1.490 0.840
H -1.730 -0.972 4.945
H 2.085 0.040 -4.211
H -1.281 4.458 -0.429
H -0.626 3.933 -2.702
H 4.404 -0.313 -4.866
H -0.370 -3.689 1.206
H -3.459 -7.158 -0.142
H 1.158 -0.640 5.921
H 5.594 -0.172 -3.558
H 2.662 3.467 -1.288
H 1.076 3.645 -3.049
H -3.994 -1.414 0.673
H 2.184 3.868 0.360
H -4.007 2.859 0.223
H 3.495 1.401 2.075
H 6.246 2.323 5.351
H 3.094 5.728 -1.767
H -1.955 -5.202 -0.117
H -0.356 -1.878 5.579
H -4.494 -0.208 -2.077
H -4.267 1.029 -3.302
H -1.379 -2.574 4.310
H -5.871 -6.843 -0.618
H -0.698 -5.564 -2.071
H -4.422 2.770 1.929
H 5.555 0.803 5.968
H 1.316 7.291 -1.491
H 4.845 -1.390 -1.249
*
```

6.
# C22H45N2OP3SeTi

A structure of composition C22H45N2OP3SeTi in a non-equilibrium geometry (ωB97M-V with the def2-TZVPD basis set, the Open Molecules 2025 dataset).

The calculation puts the energy above the lowest of the compared OMol25 structures with the same formula, charge and spin at 0.0 kJ/mol. As for the expectation value of S²: 0.76. The calculation puts the energy at -5323.88609 a.u.

```
! wB97M-V def2-TZVPD RIJCOSX def2/J DEFGRID3
* xyz 3 2
Se -3.517 2.449 1.199
Ti -2.347 1.268 -0.473
P -2.862 -1.118 -0.183
P 1.074 -2.715 -2.124
P 2.899 -0.364 1.920
O 2.533 0.210 -0.746
N -0.983 3.124 2.607
N -2.333 1.922 3.821
C -1.540 -1.902 0.794
C -1.198 2.170 4.583
C 2.310 2.436 -4.011
C -0.362 2.928 3.833
C 1.389 -0.134 2.882
C 4.361 0.251 2.794
C 2.157 1.262 -1.558
C 2.920 2.435 -1.672
C 2.811 -2.272 -2.537
C 1.318 -4.524 -1.870
C -3.024 -2.282 -1.570
C -0.360 3.788 1.468
C -3.523 1.228 -1.991
C 3.110 -2.125 1.565
C -2.719 2.484 -1.939
C -4.371 -1.432 0.776
C 1.289 1.508 -3.777
C -2.197 2.500 2.597
C 3.042 2.984 -2.945
C -3.449 1.070 4.226
C 1.184 0.943 -2.509
C 0.374 -2.675 -3.833
H -4.197 -1.197 1.833
H 0.464 0.155 -2.289
H -3.800 1.382 5.220
H -4.253 1.185 3.486
H 0.719 -3.538 -4.419
H -0.719 -2.711 -3.753
H -0.622 -2.001 0.192
H -1.137 4.084 0.756
H 4.866 -0.571 3.318
H -2.051 -2.736 -1.809
H -3.191 0.472 -2.698
H 1.551 -5.040 -2.812
H 3.405 2.889 -0.816
H 0.384 -4.918 -1.443
H 2.976 -1.194 -2.391
H 0.370 3.132 0.967
H 0.654 -1.743 -4.346
H -3.248 3.435 -1.866
H 1.576 0.496 3.759
H 5.065 0.687 2.071
H -4.618 -2.497 0.661
H 4.074 1.028 3.515
H 3.995 -2.274 0.933
H -3.727 -3.069 -1.264
H 2.224 -2.491 1.029
H 2.126 -4.674 -1.141
H 0.620 3.332 4.047
H -3.117 0.020 4.275
H -5.203 -0.823 0.397
H 0.979 -1.102 3.196
H -1.319 -1.284 1.677
H -1.077 1.756 5.567
H -1.802 2.535 -2.546
H 3.729 3.817 -3.145
H -1.891 -2.897 1.111
H 3.003 -2.533 -3.586
H 0.661 0.374 2.235
H 2.480 2.785 -5.031
H 3.481 -2.836 -1.877
H -4.604 1.286 -1.841
H -3.417 -1.761 -2.452
H 2.581 0.459 0.209
H 0.170 4.687 1.816
H 3.231 -2.672 2.506
H 0.623 1.145 -4.574
*
```

7.
# C19H54N7O8P3

A cluster of 4 separate species, C19H54N7O8P3 in total in a non-equilibrium geometry (ωB97M-V with the def2-TZVPD basis set, the Open Molecules 2025 dataset).

The calculation puts the energy above the lowest of the compared OMol25 structures with the same formula, charge and spin at 265.6 kJ/mol. The calculation puts the energy at -2765.62543 a.u.

```
! wB97M-V def2-TZVPD RIJCOSX def2/J DEFGRID3
* xyz 0 1
P -14.494 -17.168 -15.390
P -24.326 -17.607 -14.751
P -19.093 -25.334 -22.558
O -13.711 -18.564 -15.223
O -13.493 -16.065 -14.868
O -19.090 -20.170 -19.334
O -15.812 -17.173 -14.703
O -14.595 -16.961 -16.960
O -19.738 -20.458 -17.323
O -25.050 -17.575 -16.023
O -20.315 -25.778 -23.269
N -19.004 -19.921 -18.156
N -24.651 -16.389 -13.646
N -24.485 -18.983 -13.774
N -17.601 -25.802 -23.188
N -19.012 -25.776 -20.937
N -19.122 -23.651 -22.512
N -22.632 -17.482 -14.985
C -23.451 -19.444 -12.855
C -22.044 -18.011 -16.200
C -17.358 -27.258 -23.327
C -13.343 -15.916 -13.463
C -14.729 -20.074 -13.743
C -17.750 -25.910 -20.163
C -19.740 -22.819 -23.506
C -16.627 -24.866 -23.668
C -18.081 -18.856 -17.741
C -24.807 -15.026 -14.182
C -21.737 -16.864 -14.045
C -11.975 -15.284 -13.209
C -25.527 -16.560 -12.454
C -20.247 -25.727 -20.126
C -18.459 -22.865 -21.429
C -14.584 -15.757 -17.646
C -14.372 -19.835 -15.222
C -25.837 -19.578 -13.730
C -14.619 -16.123 -19.152
H -14.042 -15.209 -13.018
H -25.820 -14.656 -14.006
H -25.603 -15.625 -11.908
H -13.769 -20.258 -13.264
H -16.391 -24.038 -22.989
H -22.519 -19.687 -13.362
H -11.760 -15.270 -12.140
H -16.988 -24.178 -24.446
H -21.849 -17.207 -13.011
H -21.994 -17.248 -16.983
H -20.974 -26.480 -20.436
H -26.489 -16.839 -12.899
H -18.110 -27.774 -23.922
H -19.113 -22.598 -24.380
H -13.388 -16.855 -12.910
H -15.399 -16.766 -19.546
H -18.800 -23.209 -20.453
H -23.315 -18.740 -12.029
H -16.385 -27.457 -23.774
H -17.456 -26.934 -20.393
H -15.369 -20.957 -13.693
H -15.695 -25.277 -24.048
H -20.598 -23.318 -23.961
H -15.278 -19.242 -13.309
H -17.442 -19.240 -16.946
H -23.785 -20.342 -12.331
H -11.146 -15.663 -13.803
H -12.093 -14.230 -13.474
H -20.703 -24.737 -20.131
H -17.314 -27.658 -22.313
H -25.345 -17.450 -11.853
H -24.756 -14.989 -15.271
H -18.802 -21.837 -21.519
H -21.093 -18.540 -16.124
H -22.695 -18.756 -16.662
H -17.849 -25.818 -19.081
H -22.001 -15.818 -13.841
H -20.080 -21.834 -23.185
H -13.726 -20.647 -15.553
H -26.541 -18.992 -14.314
H -18.708 -18.254 -17.078
H -13.716 -15.188 -17.305
H -13.646 -16.614 -19.250
H -20.718 -16.941 -14.415
H -15.281 -19.920 -15.820
H -25.799 -20.625 -14.041
H -15.502 -15.239 -17.338
H -17.733 -18.297 -18.600
H -26.179 -19.671 -12.694
H -24.048 -14.376 -13.746
H -16.991 -25.153 -20.360
H -17.376 -22.859 -21.564
H -14.443 -15.220 -19.739
H -20.070 -26.047 -19.099
*
```

8.
# C3H6N4S

The molecule C3H6N4S in a non-equilibrium geometry (ωB97M-V with the def2-TZVPD basis set, the Open Molecules 2025 dataset).

The calculation puts the energy above the lowest of the compared OMol25 structures with the same formula, charge and spin at 239.5 kJ/mol. The calculation puts the energy at -735.05457 a.u.

```
! wB97M-V def2-TZVPD RIJCOSX def2/J DEFGRID3
* xyz 0 1
S 0.970 -0.858 -0.651
N -1.846 -0.594 -0.144
N -2.693 0.396 -0.072
N -2.151 -1.936 -0.108
N -0.717 1.336 -0.614
C 2.171 0.425 -0.176
C -2.028 1.498 -0.330
C -0.457 0.079 -0.553
H 1.983 1.321 -0.755
H -1.314 -2.443 0.172
H -2.904 -2.090 0.560
H 2.075 0.632 0.883
H -2.466 2.472 -0.286
H 3.155 0.026 -0.397
*
```

9.
# C13H21NO

A cluster of 2 separate species, C13H21NO in total in a non-equilibrium geometry (ωB97M-V with the def2-TZVPD basis set, the Open Molecules 2025 dataset).

The calculation puts the energy above the lowest of the compared OMol25 structures with the same formula, charge and spin at 254.2 kJ/mol. The calculation puts the energy at -637.85325 a.u.

```
! wB97M-V def2-TZVPD RIJCOSX def2/J DEFGRID3
* xyz 0 1
O 0.701 -0.277 -2.393
N 2.997 -0.207 -2.380
C -4.593 0.359 1.899
C 1.698 -0.524 -3.013
C -2.378 0.781 1.094
C -0.107 2.380 2.882
C -3.973 0.030 3.124
C -3.747 0.674 0.849
C 3.001 -0.443 -0.894
C -2.604 0.040 3.366
C 2.233 -1.702 -0.541
C 1.859 -1.174 -4.307
C 4.220 -0.779 -3.043
C -0.367 0.870 2.531
C -1.816 0.570 2.345
H 0.234 0.555 1.626
H -0.693 2.623 3.734
H 1.068 -1.359 -4.985
H 1.161 -1.365 -0.430
H -4.611 -0.493 3.826
H -4.098 1.087 -0.135
H 2.191 -2.257 -4.182
H 0.964 2.450 2.902
H -0.734 2.971 2.193
H -2.257 0.164 4.378
H 4.235 -0.191 -3.991
H 4.099 -0.599 -0.759
H 0.029 0.201 3.291
H 5.020 -0.778 -2.293
H -1.661 0.797 0.238
H 2.668 -2.146 0.431
H 2.613 -0.835 -5.002
H 4.143 -1.818 -3.360
H 2.888 0.507 -0.379
H -5.646 0.474 1.921
H 2.375 -2.529 -1.238
*
```

Copy entry 3 word for word.
# CHBrClNO2

A cluster of 2 separate species, CHBrClNO2 in total in a non-equilibrium geometry (ωB97M-V with the def2-TZVPD basis set, the Open Molecules 2025 dataset).

The calculation puts the energy above the lowest of the compared OMol25 structures with the same formula, charge and spin at 226.9 kJ/mol. The calculation puts the energy at -3277.93839 a.u.

```
! wB97M-V def2-TZVPD RIJCOSX def2/J DEFGRID3
* xyz 0 1
Br 2.448 0.317 -0.650
Cl 1.010 -1.549 1.396
O -2.218 1.496 -0.650
O -0.762 0.588 0.492
N -1.800 1.191 0.397
C 1.068 -0.811 -0.163
H 0.255 -1.232 -0.822
*
```

What is the formula in the second record?
C3H3NS3

What is the energy in the fifth record?
-6052.33373 a.u.